{
  "formula": "C34H16CoF15GeN3SSe3",
  "method": "ωB97M-V with the def2-TZVPD basis set",
  "species": ["Co", "Se", "Se", "C", "C", "C", "C", "C", "N", "C", "C", "C", "C", "C", "N", "H", "H", "H", "H", "H", "H", "H", "H", "N", "H", "H", "H", "F", "C", "C", "C", "F", "C", "F", "C", "F", "C", "F", "Ge", "S", "C", "C", "F", "C", "F", "C", "F", "C", "F", "C", "F", "C", "C", "F", "C", "F", "C", "F", "C", "F", "C", "F", "Se", "C", "C", "C", "C", "C", "C", "H", "H", "H", "H", "H"],
  "xyz": [[-1.016, -0.291, -1.320], [0.967, -1.269, 1.924], [-3.590, -0.851, -0.852], [-3.115, 0.537, 0.354], [-3.963, 1.036, 1.325], [-3.476, 2.032, 2.167], [-2.187, 2.497, 1.991], [-1.407, 1.942, 0.983], [-1.856, 0.978, 0.189], [-0.188, -2.994, -0.336], [0.325, -4.276, -0.312], [0.896, -4.777, -1.473], [0.924, -3.991, -2.612], [0.357, -2.727, -2.564], [-0.192, -2.245, -1.447], [-4.971, 0.661, 1.417], [-4.109, 2.437, 2.944], [-1.778, 3.280, 2.612], [-0.401, 2.295, 0.796], [0.289, -4.858, 0.595], [1.312, -5.776, -1.487], [1.365, -4.346, -3.533], [0.305, -2.074, -3.427], [0.995, 0.529, -1.074], [1.216, 0.941, -0.174], [1.115, 1.252, -1.784], [1.707, -0.173, -1.246], [3.311, -0.434, 3.605], [2.718, -0.023, 4.744], [1.573, -0.666, 5.174], [1.010, -0.200, 6.349], [-0.083, -0.787, 6.850], [1.551, 0.856, 7.062], [0.985, 1.271, 8.186], [2.699, 1.480, 6.594], [3.226, 2.485, 7.267], [3.294, 1.038, 5.420], [4.390, 1.624, 4.959], [0.883, -2.143, 4.129], [-0.887, -2.177, 1.086], [2.026, -3.673, 4.426], [2.531, -4.521, 3.458], [2.223, -4.341, 2.164], [3.354, -5.594, 3.758], [3.811, -6.378, 2.789], [3.689, -5.849, 5.080], [4.468, -6.868, 5.383], [3.192, -5.028, 6.082], [3.490, -5.266, 7.350], [2.372, -3.969, 5.734], [1.874, -3.220, 6.731], [-0.981, -2.513, 4.467], [-1.904, -1.481, 4.447], [-1.498, -0.223, 4.203], [-3.255, -1.677, 4.668], [-4.102, -0.653, 4.654], [-3.725, -2.960, 4.912], [-5.010, -3.166, 5.119], [-2.831, -4.020, 4.935], [-3.266, -5.250, 5.162], [-1.483, -3.778, 4.714], [-0.667, -4.837, 4.737], [-1.541, 0.529, -3.474], [-0.395, 2.057, -3.244], [-0.768, 3.106, -2.404], [0.097, 4.167, -2.175], [1.344, 4.197, -2.787], [1.714, 3.162, -3.635], [0.852, 2.097, -3.862], [-1.744, 3.093, -1.933], [-0.210, 4.976, -1.526], [2.015, 5.027, -2.614], [2.677, 3.183, -4.127], [1.152, 1.296, -4.527]],
  "forces_ev_per_angstrom": [[0.28, -0.08, 0.38], [-0.09, 0.02, -0.16], [0.05, 0.13, -0.11], [-0.04, -0.14, -0.17], [0.03, 0.10, 0.08], [-0.15, -0.10, 0.00], [0.17, 0.01, -0.09], [-0.05, 0.09, 0.02], [-0.01, -0.11, 0.10], [0.00, 0.17, -0.11], [-0.01, -0.07, 0.08], [-0.02, -0.01, -0.04], [-0.02, 0.06, -0.05], [-0.11, -0.10, 0.06], [-0.06, 0.03, -0.03], [-0.01, -0.01, 0.00], [0.01, 0.02, 0.01], [-0.01, 0.00, 0.03], [0.02, -0.01, 0.02], [0.01, 0.01, 0.02], [0.01, 0.00, 0.02], [-0.01, -0.02, 0.00], [0.05, -0.02, -0.03], [0.03, -0.08, 0.12], [0.02, 0.00, 0.03], [0.03, -0.03, 0.10], [0.02, -0.03, 0.01], [-0.01, -0.03, 0.00], [0.10, 0.10, -0.05], [0.09, 0.22, 0.15], [-0.04, -0.02, 0.14], [-0.01, 0.00, -0.05], [0.06, -0.02, -0.11], [-0.02, 0.03, 0.06], [-0.08, -0.19, -0.10], [0.04, 0.09, 0.03], [-0.15, -0.08, 0.07], [0.06, 0.04, -0.01], [0.00, 0.09, -0.22], [0.23, -0.11, 0.17], [0.14, -0.26, 0.11], [0.08, -0.10, -0.14], [-0.05, 0.04, 0.01], [-0.08, 0.11, 0.09], [0.04, -0.05, -0.03], [-0.13, 0.18, -0.04], [0.07, -0.09, 0.02], [-0.05, 0.04, -0.14], [0.02, -0.02, 0.04], [0.05, -0.06, 0.21], [-0.01, 0.01, -0.07], [-0.28, 0.01, 0.12], [-0.17, 0.12, 0.01], [0.06, -0.05, 0.01], [0.11, -0.10, 0.01], [-0.06, 0.09, -0.05], [0.29, 0.05, -0.05], [-0.13, -0.03, 0.02], [0.05, 0.12, -0.02], [-0.03, -0.07, 0.01], [-0.08, -0.14, 0.00], [0.04, -0.02, -0.01], [-0.08, 0.07, -0.22], [-0.21, 0.11, -0.07], [-0.07, -0.01, -0.02], [0.03, -0.04, -0.03], [0.00, 0.02, 0.04], [0.03, 0.05, 0.00], [-0.01, 0.05, -0.16], [0.01, -0.01, -0.03], [0.01, 0.02, 0.00], [0.01, 0.00, 0.00], [0.00, 0.00, 0.00], [-0.03, -0.02, 0.00]],
  "de_lowest_kj_mol": 0.00,
  "e_lumo_ha": [-0.1196, -0.1989],
  "gap_ev": [7.32, 5.34],
  "multiplicity": 5,
  "total_charge": 1
}